The following is a quantum chemistry calculation of a structure of composition N7O21Pb, from the OMol25 dataset.

Last column: Mulliken charge in e.
CARTESIAN COORDINATES (ANGSTROEM)
Pb: -0.107 0.269 -0.094  2.01
N: 0.115 -2.592 2.334  0.91
O: 0.432 -1.892 1.285  -0.60
O: -0.979 -2.399 2.896  -0.59
O: 0.763 -3.549 2.654  -0.75
N: -1.181 3.816 0.194  0.80
O: -2.341 4.016 0.695  -0.72
O: -0.733 2.682 0.418  -0.41
O: -0.479 4.539 -0.517  -0.69
N: 3.433 1.390 -0.053  0.68
O: 3.930 0.692 -0.955  -0.56
O: 2.291 1.079 0.367  -0.43
O: 4.235 1.986 0.664  -0.70
N: -2.320 -2.638 -0.148  0.95
O: -3.093 -2.202 0.628  -0.66
O: -2.390 -3.829 -0.609  -0.79
O: -1.528 -1.932 -0.834  -0.43
N: -2.021 0.742 -3.071  0.90
O: -1.850 0.939 -4.247  -0.69
O: -1.606 1.518 -2.154  -0.60
O: -2.501 -0.413 -2.830  -0.59
N: 0.135 0.884 3.642  0.69
O: -0.054 1.037 2.409  -0.41
O: -0.259 -0.065 4.287  -0.60
O: 0.651 1.836 4.336  -0.73
N: 1.888 -1.491 -2.769  0.84
O: 3.073 -1.773 -2.986  -0.70
O: 1.024 -2.166 -3.362  -0.66
O: 1.470 -0.486 -2.180  -0.47

The calculation puts the electronic energy at -2154.91310 Eh. For the frontier orbital gap, the calculation gives 6.511 eV. Its net charge is -5.


The following is a quantum chemistry calculation of a cluster of 7 separate species, C21H33F3O13 in total, from the OMol25 dataset.

Last column: Mulliken charge in e.
CARTESIAN COORDINATES (ANGSTROEM)
C: 0.122 -5.358 -1.766  -0.95
C: 0.961 -4.071 -1.851  0.68
O: 0.577 -3.041 -1.270  -0.40
C: 2.280 -4.191 -2.653  -1.26
H: 0.710 -6.163 -2.207  0.36
H: -0.822 -5.190 -2.285  0.27
H: -0.052 -5.535 -0.704  0.29
H: 2.812 -3.247 -2.771  0.21
H: 2.061 -4.422 -3.696  0.38
H: 2.920 -4.974 -2.248  0.39
C: 5.558 -0.539 -1.340  -0.84
C: 5.062 -1.506 -0.287  1.04
O: 4.830 -2.638 -0.580  -0.10
C: 4.883 -1.137 1.093  -1.06
H: 5.977 -1.070 -2.195  0.39
H: 6.293 0.114 -0.870  0.37
H: 4.687 -0.056 -1.783  0.18
H: 5.883 -0.896 1.453  0.39
H: 4.394 -1.946 1.635  0.39
H: 4.289 -0.246 1.296  0.25
C: -4.525 5.165 -0.970  -0.84
C: -3.122 5.903 -1.002  0.77
O: -2.707 6.475 -2.042  -0.58
C: -2.296 5.991 0.329  -0.90
H: -5.156 5.621 -1.732  0.36
H: -4.950 4.941 0.008  0.32
H: -4.269 4.312 -1.600  0.09
H: -2.931 6.393 1.119  0.40
H: -1.618 6.825 0.145  0.29
H: -1.776 5.070 0.589  0.11
C: 0.400 1.876 4.700  -1.38
C: 1.072 0.993 3.714  0.88
O: 1.101 1.271 2.473  -0.43
C: 1.744 -0.213 4.277  -1.05
H: -0.219 1.236 5.329  0.39
H: -0.307 2.561 4.232  0.32
H: 1.175 2.434 5.227  0.38
H: 2.067 -0.847 3.452  0.11
H: 1.042 -0.841 4.826  0.30
H: 2.513 -0.001 5.020  0.45
C: -2.032 -0.703 1.495  0.36
C: -1.090 -1.773 2.075  0.15
O: -1.120 -1.455 3.471  -0.33
C: -2.282 -1.072 3.828  0.66
O: -2.641 -0.909 5.010  -0.59
O: -2.901 -0.618 2.662  -0.42
F: 0.090 -1.640 1.582  -0.11
H: -2.574 -1.082 0.628  0.02
H: -1.543 0.249 1.288  0.06
H: -1.511 -2.775 1.993  0.29
C: -2.852 -0.064 -3.003  -0.28
C: -3.502 -0.837 -4.161  0.24
O: -3.091 -2.147 -3.861  -0.36
C: -2.999 -2.296 -2.464  0.72
O: -2.856 -3.330 -1.807  -0.56
O: -3.116 -1.081 -1.981  -0.25
F: -2.941 -0.401 -5.214  -0.28
H: -3.358 0.878 -2.795  0.28
H: -1.790 0.116 -3.174  0.13
H: -4.588 -0.743 -4.152  0.36
C: 0.365 0.424 -0.818  0.57
C: 1.629 0.943 -0.380  0.75
O: 1.500 2.312 -0.233  -0.33
C: 0.262 2.658 -0.553  0.59
O: -0.230 3.772 -0.722  -0.61
O: -0.449 1.512 -0.841  -0.35
F: 2.505 0.876 -1.444  -0.39
H: -0.133 -0.345 -0.229  -0.48
H: 0.538 -0.030 -1.794  0.29
H: 2.049 0.507 0.526  -0.11

As for the expectation value of S²: 0.76. The calculation puts the electronic energy at -2097.28710 Eh. For the frontier orbital gap (alpha / beta), the calculation gives 5.455 / 1.419 eV. The spin multiplicity is 2. Its net charge is +1.


no.,F_max (eV Å⁻¹)
1,6.28
2,5.19